ORCA calculation (wB97M-V/def2-TZVPD) on a 3-piece molecular cluster, C18H43FN5O2 overall in a non-equilibrium geometry.

The net charge is +1. Its HOMO energy is -11.733 eV.

Element x y z (Å)
1 C -2.3117 -1.6145 -1.7840
2 C -0.9146 -1.5941 -1.1449
3 N -0.9339 -1.0284 0.2165
4 C -0.3373 -1.7222 1.3445
5 C 1.0272 -2.3498 1.1036
6 C -1.3096 -2.7741 1.9704
7 C -2.2909 -3.4633 1.0384
8 C -2.8009 -4.8222 1.5852
9 N -2.6411 -5.9684 0.6981
10 N -2.0123 -2.0458 3.0664
11 C -1.5259 -0.7594 3.0055
12 N -2.2789 0.2224 3.4628
13 N -0.3242 -0.6186 2.3810
14 C 0.8627 -0.3302 3.2004
15 C 1.9152 0.4590 2.4212
16 F 3.1617 0.0055 2.8026
17 H -2.2646 -1.3578 -2.8401
18 H -2.9565 -0.8999 -1.2723
19 H -2.7951 -2.5875 -1.6866
20 H -0.3023 -0.9179 -1.7437
21 H -0.5050 -2.6020 -1.1780
22 H -0.5410 -0.0994 0.1920
23 H 1.6959 -1.6888 0.5551
24 H 0.8819 -3.2325 0.4779
25 H 1.4999 -2.6931 2.0221
26 H -0.7210 -3.5634 2.4470
27 H -1.8287 -3.6304 0.0666
28 H -3.1400 -2.7976 0.8758
29 H -2.2880 -5.0657 2.5184
30 H -3.8670 -4.7414 1.7926
31 H -3.0748 -5.7866 -0.2000
32 H -1.6615 -6.1378 0.4981
33 H -1.7757 -2.4144 3.9839
34 H -1.8936 1.0543 3.8828
35 H -3.2790 0.1325 3.3827
36 H 1.3071 -1.2352 3.6201
37 H 0.5306 0.2686 4.0518
38 H 1.8611 1.5272 2.6251
39 H 1.8137 0.2908 1.3498
40 C 3.0976 2.5773 -4.6232
41 C 1.9817 2.2145 -3.6640
42 O 1.4615 0.9029 -3.8224
43 C 2.3720 -0.1598 -3.6083
44 C 2.9970 -0.1203 -2.2240
45 H 2.7661 2.4722 -5.6566
46 H 3.4004 3.6115 -4.4580
47 H 3.9785 1.9483 -4.4858
48 H 1.1226 2.8665 -3.8283
49 H 2.2962 2.3574 -2.6234
50 H 3.1532 -0.2021 -4.3749
51 H 1.7694 -1.0625 -3.7209
52 H 3.6202 0.7619 -2.0811
53 H 3.6226 -0.9972 -2.0529
54 H 2.2040 -0.0925 -1.4695
55 C -1.1601 2.7017 -0.9062
56 C -0.3559 2.6976 0.3842
57 O 0.8583 3.4124 0.3367
58 C 0.7559 4.8002 0.0348
59 C -0.0785 5.5904 1.0251
60 H -0.5628 2.3166 -1.7354
61 H -2.0406 2.0666 -0.7869
62 H -1.5076 3.6982 -1.1773
63 H -0.0510 1.6744 0.6243
64 H -0.9821 3.0433 1.2182
65 H 0.3784 4.9412 -0.9834
66 H 1.7845 5.1584 0.0443
67 H -1.1216 5.2706 1.0349
68 H -0.0621 6.6464 0.7561
69 H 0.3205 5.4859 2.0352

***

ORCA calculation (wB97M-V/def2-TZVPD) on a 2-piece molecular cluster, ClH2NO overall in a non-equilibrium geometry.

The calculation puts the energy above the lowest of the compared OMol25 structures with the same formula, charge and spin at 2.014 eV. Its HOMO energy (spin up / spin down) is -9.924 / -9.923 eV.

Element x y z (Å)
1 N -0.6612 0.3812 0.0108
2 O 0.8331 -0.7295 0.2507
3 Cl 2.0976 0.1909 0.0720
4 H -0.9069 0.1734 -0.9408
5 H -1.3626 -0.0159 0.6073

***

ORCA calculation (wB97M-V/def2-TZVPD) on C11H11N5O4 as an isolated structure in a non-equilibrium geometry.

The calculation puts the energy above the lowest of the compared OMol25 structures with the same formula, charge and spin at 0.000 eV. Its HOMO energy is -8.276 eV.

Element x y z (Å)
1 N -2.3615 4.8628 2.0922
2 C -1.8078 3.8527 1.8914
3 C -1.1506 2.6196 1.5732
4 C -1.5357 1.3302 1.9731
5 C -0.7495 0.2202 1.6556
6 N -1.1291 -0.9873 2.3151
7 O -2.2966 -1.0665 2.7886
8 O -0.2830 -1.9283 2.4214
9 C 0.5033 0.2783 0.8947
10 C 0.8117 1.6320 0.4868
11 N 1.9659 2.0980 -0.1240
12 O 3.0437 1.6084 -0.4516
13 O 1.7236 3.5352 -0.2995
14 N 0.5269 3.9244 0.2940
15 C 0.0178 2.7510 0.7601
16 H -2.3662 1.1980 2.6656
17 H 1.3870 -0.2023 1.4364
18 C -0.5144 -2.5913 -2.0921
19 C 0.5873 -1.7427 -2.7410
20 C 1.2440 -0.9257 -1.6384
21 N 0.4907 -1.1729 -0.3732
22 C -0.5698 -2.2087 -0.6194
23 H -1.4731 -2.4125 -2.5841
24 H -0.3253 -3.6581 -2.1983
25 H 1.3348 -2.3408 -3.2592
26 H 0.1497 -1.0969 -3.5098
27 H 2.2923 -1.1774 -1.4339
28 H 1.2404 0.1365 -1.8838
29 H 1.1611 -1.6697 0.2311
30 H -1.5542 -1.8304 -0.3468
31 H -0.3635 -3.0359 0.0757

***

ORCA calculation (wB97M-V/def2-TZVPD) on C19H23ClN4PSW as an isolated structure in a non-equilibrium geometry.

The spin multiplicity is 3. The net charge is +3. The calculation puts the energy above the lowest of the compared OMol25 structures with the same formula, charge and spin at 0.395 eV. Its HOMO energy (spin up / spin down) is -16.132 / -16.130 eV.

Element x y z (Å)
1 W -0.3134 -1.1301 1.1421
2 C 3.2031 -1.2341 -1.3367
3 C 1.9564 -1.5185 -0.8261
4 N 1.2975 -0.6237 -0.0553
5 C 1.8672 0.5753 0.2144
6 C 3.1196 0.9233 -0.2428
7 C 3.7989 -0.0173 -1.0305
8 C 3.7789 2.1891 0.1472
9 C 3.8796 3.2812 -0.6062
10 C 3.2523 3.4566 -1.9267
11 C 3.6445 4.4953 -2.7674
12 C 2.9624 4.6119 -3.9747
13 N 2.0077 3.7642 -4.3121
14 C 1.7177 2.7862 -3.4748
15 N 2.2907 2.6030 -2.2917
16 H 3.7091 -1.9654 -1.9514
17 H 1.4753 -2.4669 -1.0261
18 H 1.2823 1.2685 0.8110
19 H 4.7892 0.2206 -1.3976
20 H 4.2586 2.1677 1.1212
21 H 4.4581 4.1213 -0.2427
22 H 4.4388 5.1783 -2.5001
23 H 3.1873 5.4086 -4.6739
24 H 0.9536 2.0802 -3.7799
25 Cl 0.4756 -0.7458 3.1608
26 S -0.8902 -3.3031 0.3763
27 C -2.0315 -3.7847 1.6140
28 N -2.5461 -5.0278 1.5864
29 C -3.3805 -5.4947 2.5374
30 C -3.7479 -4.6873 3.5862
31 C -3.2436 -3.3884 3.6508
32 C -2.3822 -2.9452 2.6617
33 H -2.2797 -5.6464 0.8248
34 H -3.7288 -6.5138 2.4348
35 H -4.4128 -5.0640 4.3503
36 H -3.5298 -2.7464 4.4749
37 H -1.9429 -1.9437 2.6832
38 C -3.5034 -0.4180 -0.4749
39 P -2.0452 0.3643 0.2718
40 C -1.4639 1.5691 -0.9549
41 C -2.6288 1.3133 1.7081
42 H -4.2638 0.3514 -0.6191
43 H -3.9082 -1.2015 0.1654
44 H -3.2437 -0.8452 -1.4438
45 H -2.2941 2.2235 -1.2260
46 H -1.1132 1.0463 -1.8452
47 H -0.6541 2.1780 -0.5505
48 H -3.3853 2.0327 1.3902
49 H -1.7997 1.8542 2.1673
50 H -3.0714 0.6477 2.4511

***

ORCA calculation (wB97M-V/def2-TZVPD) on a 2-piece molecular cluster, C2H4NO3 overall in a non-equilibrium geometry.

The net charge is -1. The calculation puts the energy above the lowest of the compared OMol25 structures with the same formula, charge and spin at 7.534 eV. Its HOMO energy (spin up / spin down) is -1.373 / -2.145 eV.

Element x y z (Å)
1 C 1.2255 -1.0252 -2.2257
2 C -0.5119 0.2303 0.2447
3 N 1.0031 0.4613 0.1382
4 O 1.6851 -0.2112 1.0188
5 O 1.9611 -1.2205 -3.1070
6 O 1.3187 0.5406 -1.1107
7 H 0.7271 -1.7928 -1.5037
8 H -0.6691 -0.7157 -0.3472
9 H -0.6954 0.0137 1.3938
10 H -1.1348 1.0040 -0.2346

***

ORCA calculation (wB97M-V/def2-TZVPD) on C24H38GeN2O6STl as an isolated structure in a non-equilibrium geometry.

The spin multiplicity is 2. Its HOMO energy (spin up / spin down) is -8.399 / -8.399 eV.

Element x y z (Å)
1 Tl -1.2285 -0.0993 1.1114
2 C 0.6143 1.0823 4.2746
3 C 0.3455 -0.4178 4.3059
4 C 1.5627 -1.1817 4.8210
5 C -0.8501 -0.7033 5.2083
6 O -0.0628 -0.9126 2.9984
7 Ge 1.4090 -0.7461 1.7285
8 O 0.3128 -1.6298 0.3228
9 C 0.7904 -3.0575 0.2857
10 C 2.2484 -3.0106 -0.1799
11 C 0.6227 -3.7661 1.6176
12 C -0.0981 -3.8426 -0.7012
13 O 0.7297 1.0684 1.1486
14 C 1.6488 1.6797 0.1963
15 C 1.6779 0.9328 -1.1133
16 C 3.0429 1.7882 0.8079
17 C 1.0995 3.0831 -0.0413
18 H 0.8186 1.4383 5.2856
19 H 1.4761 1.3303 3.6516
20 H -0.2548 1.6151 3.8856
21 H 1.7810 -0.8548 5.8386
22 H 1.3566 -2.2530 4.8387
23 H 2.4543 -1.0088 4.2177
24 H -0.6497 -0.3713 6.2287
25 H -1.7343 -0.1862 4.8320
26 H -1.0617 -1.7727 5.2210
27 H 2.9043 -2.5042 0.5269
28 H 2.6077 -4.0344 -0.2963
29 H 2.3402 -2.5067 -1.1457
30 H 1.2375 -3.3106 2.3988
31 H -0.4191 -3.7374 1.9369
32 H 0.9290 -4.8074 1.5102
33 H -0.4371 -3.4380 -1.7272
34 H 0.2757 -4.8576 -0.8296
35 H -1.1330 -3.7881 -0.4016
36 H 2.0837 -0.0727 -1.0012
37 H 0.6749 0.8468 -1.5265
38 H 2.3019 1.4682 -1.8319
39 H 3.4972 0.8144 0.9885
40 H 3.6877 2.3345 0.1178
41 H 3.0051 2.3342 1.7519
42 H 0.0961 3.0268 -0.4647
43 H 1.0529 3.6353 0.8988
44 H 1.7372 3.6305 -0.7373
45 C 1.7360 1.4383 -5.3323
46 C 0.7314 0.7528 -4.4499
47 C 1.1072 -0.2240 -3.5427
48 C 0.2236 -0.8822 -2.6920
49 C -1.1555 -0.5695 -2.7992
50 C -1.5376 0.4329 -3.7065
51 C -0.6175 1.0840 -4.5064
52 S -2.6562 -1.2661 -1.9711
53 O -2.5378 -2.6440 -1.5990
54 O -3.7332 -0.9606 -2.8766
55 N -2.8086 -0.4430 -0.5688
56 C -3.1320 0.8983 -0.6649
57 C -4.0628 1.5033 -1.5326
58 C -4.2101 2.8680 -1.4995
59 C -3.4558 3.6480 -0.6190
60 C -2.5814 2.9942 0.2105
61 N -2.4429 1.6649 0.1852
62 H 2.7415 1.0592 -5.1529
63 H 1.7418 2.5151 -5.1535
64 H 1.4990 1.2835 -6.3861
65 H 2.1632 -0.4724 -3.4777
66 H 0.0467 -2.6971 -2.2279
67 H -2.5814 0.6843 -3.8064
68 H -0.9613 1.8447 -5.1979
69 H -4.6408 0.8905 -2.2037
70 H -4.9202 3.3381 -2.1679
71 H -3.5507 4.7229 -0.5773
72 H -1.9666 3.5207 0.9296
73 O -2.9313 -0.2222 2.4278